# 1
15
Properties=species:S:1:pos:R:3:forces:R:3 method="wB97M-V/def2-TZVPD" orbital_gap_ha=0.32738 lumo_energy_ev=-0.14 spin_multiplicity=1 e_tot_ha=-1253.66013 homo_ha=-0.33269 charge=0
N -1.34805 -1.37457 0.08490 1.01 -0.04 -0.17
H 3.21457 -2.08684 0.01418 0.53 0.61 -0.20
C -2.11627 -0.29951 0.00177 -1.49 -3.29 0.98
N -0.27261 2.68231 -0.02353 0.50 -0.57 0.06
C -0.47122 1.29126 0.09803 -2.73 0.41 -0.14
C 0.42101 0.19217 0.12838 3.21 3.80 -0.65
N -1.84297 0.92046 0.15269 3.20 4.02 -0.55
H -1.06964 3.33379 -0.05732 0.29 -1.33 0.09
C 1.13851 -2.03655 -0.07533 -0.59 3.47 1.97
Cl -3.97536 -0.59744 -0.17816 2.18 0.04 0.15
C 2.34897 -1.44469 -0.02301 -0.93 0.64 -1.02
H 1.05083 -3.03299 0.07169 -0.49 -3.05 0.09
H 0.60925 3.20584 -0.18263 -0.72 -1.51 0.35
C 0.01129 -1.09419 0.18472 -1.74 -1.54 -2.21
S 2.30170 0.34096 -0.19639 -2.24 -1.67 1.25

=====

# 2
17
Properties=species:S:1:pos:R:3:forces:R:3 method="wB97M-V/def2-TZVPD" orbital_gap_ha="0.17442 / 0.17821" lumo_energy_ev="2.88 / 0.09" s2=2.0169 spin_multiplicity=3 e_tot_ha=-898.11226 homo_ha="-0.06859 / -0.17502" charge=-1
N 0.01753 -1.41616 0.01617 6.74 4.62 0.70
C 0.68251 0.67603 -0.44523 -1.92 2.37 1.93
H 1.65036 3.31450 -1.70204 -0.02 2.17 0.90
H -0.39177 0.32927 1.48245 0.28 -0.31 -0.08
N 1.12856 1.62542 -1.25226 1.33 -2.05 -0.65
C -1.42663 -3.25285 0.91538 1.48 0.16 -1.83
C -0.83600 -2.27261 -0.19882 -7.25 -5.13 -1.17
H -0.01485 2.83313 2.15884 -0.40 -1.34 -1.34
O -0.74523 -3.07714 1.94891 0.26 0.45 0.84
C 1.20466 2.84593 -0.83493 -1.77 -0.35 0.44
N 0.64709 -0.57663 -0.83719 -1.71 -3.99 0.25
I -1.25540 -2.69729 -2.40093 0.15 -0.24 0.17
C 0.19505 2.37232 1.13007 -0.83 -1.09 2.29
O -2.32240 -4.05440 0.67953 -0.14 0.41 -0.14
N 0.64985 3.28184 0.34457 2.82 2.23 -3.03
H 0.72856 -0.93818 -1.80367 0.29 0.45 0.41
C 0.08810 1.00683 0.79915 0.69 1.63 0.32